Record 1
Formula: C21H22IN4PdS4Sb
Source: the Open Molecules 2025 dataset
Level of theory: the ωB97M-V functional and the def2-TZVPD basis

The geometry in XYZ format:
```
54
Properties=species:S:1:pos:R:3:lowdin_charge:R:1
Pd 0.458 0.013 0.111 0.17
S 0.092 -0.922 3.113 0.41
C -0.960 -1.953 2.228 -0.86
C -1.702 -2.991 2.845 -0.15
C -2.535 -3.787 2.095 -0.13
C -2.644 -3.572 0.720 -0.12
C -1.891 -2.546 0.177 -0.18
N -1.086 -1.762 0.893 -0.04
H -1.593 -3.136 3.911 0.07
H -3.101 -4.580 2.575 0.09
H -3.283 -4.177 0.090 0.08
H -1.913 -2.334 -0.888 0.04
I 4.787 3.173 -0.684 0.74
C 3.755 1.384 -0.360 -0.77
C 3.802 0.755 0.895 -0.19
C 3.093 -0.404 1.064 -0.12
C 2.363 -0.954 -0.029 -0.31
N 2.303 -0.309 -1.223 -0.01
C 2.959 0.859 -1.350 -0.27
H 4.375 1.182 1.708 0.08
H 3.083 -0.930 2.009 0.08
H 2.086 -2.004 -0.028 0.10
H 2.845 1.355 -2.308 0.09
C -1.471 3.955 0.205 -0.36
Sb -1.412 1.791 0.253 1.25
C -2.527 1.642 2.080 -0.35
C -3.145 1.533 -0.987 -0.36
H -2.508 4.289 0.278 -0.01
H -1.029 4.332 -0.717 -0.01
H -0.903 4.347 1.049 -0.01
H -3.289 2.424 2.122 -0.01
H -1.859 1.700 2.937 -0.02
H -3.003 0.661 2.103 0.00
H -3.961 2.155 -0.615 -0.01
H -3.436 0.483 -0.955 -0.01
H -2.916 1.776 -2.023 -0.02
S 2.585 -2.084 -7.254 0.46
C 1.314 -1.508 -6.314 -1.12
S 1.146 -1.882 -4.632 0.93
C -0.316 -0.889 -4.510 -1.20
N -0.625 -0.344 -5.656 -0.02
N 0.282 -0.710 -6.652 -0.17
C 0.031 -0.118 -7.915 -0.20
C 0.311 -0.774 -9.109 -0.06
C 0.027 -0.150 -10.315 -0.10
C -0.539 1.116 -10.345 -0.12
C -0.831 1.756 -9.149 -0.10
C -0.554 1.147 -7.937 -0.02
S -1.133 -0.749 -3.037 0.44
H 0.754 -1.756 -9.084 0.05
H 0.250 -0.669 -11.240 0.09
H -0.756 1.597 -11.292 0.09
H -1.280 2.742 -9.155 0.09
H -0.794 1.623 -6.998 0.11
```

Properties
Total charge: -2
Max |F| (hartree/bohr): 0.0045
HOMO energy (hartree): -0.050
Calculated total energy (Eh): -3291.05870
Multiplicity: 1
ΔE to the lowest compared entry with this formula, charge and spin (eV): 0.1143

---

Record 2
Formula: C21H22N2O3S
Source: the Open Molecules 2025 dataset
Level of theory: the ωB97M-V functional and the def2-TZVPD basis

The geometry in XYZ format:
```
49
Properties=species:S:1:pos:R:3:lowdin_charge:R:1
C 2.637 4.065 0.198 0.18
C 2.263 3.077 -0.371 -0.03
C 1.916 1.995 -1.260 -0.48
O 2.520 1.802 -2.297 0.10
N 0.841 1.237 -0.880 0.00
C 0.258 1.265 0.403 -0.21
C 1.056 1.348 1.538 -0.05
C 0.462 1.314 2.790 -0.07
C -0.900 1.155 2.923 -0.01
C -1.703 1.040 1.785 -0.26
O -3.027 0.849 1.997 -0.07
C -3.860 0.630 0.879 -0.07
C -1.119 1.115 0.527 0.05
C 0.266 0.354 -1.888 -0.18
C -0.195 -0.965 -1.229 -0.44
O -1.302 -1.436 -1.367 0.08
N 0.782 -1.542 -0.510 0.13
C 0.579 -2.737 0.281 -0.30
C 1.804 -3.646 0.201 -0.14
C 2.795 -3.056 1.214 -0.18
C 1.949 -2.253 2.222 -0.18
C 0.491 -2.414 1.776 -0.12
C -0.827 1.030 -2.660 -0.46
C -1.740 0.471 -3.497 -0.11
C -2.608 1.426 -4.075 -0.18
C -2.333 2.692 -3.676 -0.41
S -1.007 2.756 -2.584 1.07
H 2.930 4.908 0.752 0.04
H 2.127 1.430 1.448 0.11
H 1.080 1.385 3.672 0.11
H -1.368 1.103 3.893 0.12
H -3.922 1.521 0.246 0.10
H -4.845 0.409 1.287 0.09
H -3.513 -0.218 0.280 0.10
H -1.727 1.048 -0.358 0.09
H 1.086 0.109 -2.584 0.17
H 1.666 -1.073 -0.397 0.15
H -0.333 -3.203 -0.099 0.15
H 2.214 -3.691 -0.807 0.11
H 1.515 -4.655 0.496 0.11
H 3.363 -3.844 1.706 0.10
H 3.513 -2.406 0.713 0.10
H 2.088 -2.614 3.240 0.10
H 2.230 -1.200 2.209 0.09
H -0.102 -1.521 1.966 0.10
H 0.024 -3.254 2.290 0.12
H -1.804 -0.585 -3.679 0.11
H -3.399 1.174 -4.758 0.10
H -2.822 3.604 -3.954 0.06
```

Properties
Max |F| (hartree/bohr): 0.0219
Structure (SMILES): C#CC(=O)N(c1cccc(OC)c1)[C@@H](C(=O)NC1CCCC1)c1cccs1
HOMO energy (hartree): -0.313
Calculated total energy (Eh): -1546.79761
Multiplicity: 1
ΔE to the lowest compared entry with this formula, charge and spin (eV): 2.6065